# C29H23CaN11S6Se

C29H23CaN11S6Se as an isolated structure (the ωB97M-V functional and the def2-TZVPD basis, the OMol25 dataset).

Computed properties:
E_HOMO   -0.051 hartree
Net charge   -2
Gap between HOMO and LUMO   0.1787 Ha
Largest force on an atom   0.5 eV/A
Spin multiplicity   1
E_tot   -7189.6413 Eh

Geometry as XYZ:
```
71
C29H23CaN11S6Se the ωB97M-V functional and the def2-TZVPD basis
Ca -0.62 -0.43 -0.50
N -0.07 3.27 -3.93
C -0.52 2.52 -2.84
S -1.65 1.28 -3.15
N -0.03 2.92 -1.69
N -0.41 2.11 -0.64
C -0.65 2.71 0.45
C -0.87 2.00 1.71
C -1.12 2.72 2.87
C -1.26 2.04 4.07
C -1.15 0.66 4.07
C -0.90 0.01 2.87
N -0.75 0.66 1.72
H -0.21 2.81 -4.81
H 0.85 3.67 -3.78
H -0.67 3.80 0.49
H -1.22 3.80 2.82
H -1.48 2.58 4.98
H -1.26 0.08 4.98
H -0.82 -1.06 2.82
S -1.92 -2.74 0.83
C -0.50 -3.32 1.64
C -0.72 -3.89 2.93
N -0.91 -4.36 3.97
C 0.80 -3.25 1.18
S 1.30 -2.63 -0.36
C 1.83 -3.65 2.08
N 2.70 -3.94 2.79
N 1.86 -1.03 -4.34
C 2.82 -0.13 -3.90
C 4.02 0.32 -4.44
C 4.72 1.25 -3.70
C 4.25 1.71 -2.46
C 3.05 1.26 -1.93
C 2.33 0.33 -2.67
N 1.12 -0.27 -2.39
C 0.87 -1.05 -3.40
C -0.33 -1.87 -3.53
C -0.62 -2.73 -4.54
S -2.14 -3.47 -4.24
C -2.27 -2.58 -2.78
N -1.28 -1.80 -2.54
H 1.85 -1.52 -5.21
H 4.38 -0.04 -5.39
H 5.66 1.62 -4.07
H 4.84 2.43 -1.91
H 2.68 1.61 -0.97
H -0.04 -2.97 -5.41
H -3.11 -2.69 -2.11
S 2.65 -0.35 1.73
C 3.65 -0.15 3.00
N 3.86 -1.11 3.94
C 5.06 -0.95 4.73
C 5.21 0.55 4.92
S 4.67 1.25 3.34
H 3.53 -2.04 3.68
H 5.93 -1.36 4.20
H 4.96 -1.47 5.69
H 6.24 0.84 5.15
H 4.55 0.90 5.72
Se -3.96 1.55 0.81
C -5.60 0.89 0.21
C -5.76 -0.43 -0.26
C -6.99 -0.88 -0.69
N -8.11 -0.14 -0.71
C -7.96 1.11 -0.27
C -6.78 1.65 0.19
H -4.91 -1.10 -0.26
H -7.09 -1.90 -1.04
H -8.86 1.72 -0.27
H -6.76 2.68 0.53
```

---

# C32H60BeN2O2P3

C32H60BeN2O2P3 as an isolated structure at a distorted geometry (the ωB97M-V functional and the def2-TZVPD basis, the OMol25 dataset).

Computed properties:
E_HOMO   -0.334 hartree
Net charge   +1
Gap between HOMO and LUMO   0.2324 Ha
Largest force on an atom   6.3 eV/A
Spin multiplicity   1
E_tot   -2553.9630 Eh
Energy relative to the best compared isomer or geometry (same formula, charge and spin)   0.0 kcal per mole

Geometry as XYZ:
```
100
C32H60BeN2O2P3 the ωB97M-V functional and the def2-TZVPD basis
C -1.09 1.99 -2.05
C 1.23 1.72 -1.65
C -0.84 3.08 -2.90
C 1.53 2.82 -2.48
C 0.48 3.48 -3.13
H -1.68 3.60 -3.36
H 2.57 3.13 -2.62
H 0.69 4.33 -3.79
N -0.06 1.31 -1.47
P -2.49 0.86 0.09
P 1.86 -0.85 -0.76
C -2.49 1.56 -1.67
H -3.21 2.38 -1.84
H -2.79 0.70 -2.29
C 2.25 1.02 -0.81
H 3.27 1.27 -1.12
C 3.12 -1.62 0.49
C 2.26 -1.49 -2.52
C -2.53 2.40 1.24
C -4.17 -0.05 0.21
C 2.39 -1.89 1.82
H 1.83 -2.83 1.78
H 3.16 -1.98 2.62
H 1.69 -1.09 2.10
C 3.63 -2.99 -0.01
H 2.80 -3.71 -0.12
H 4.19 -2.92 -0.96
H 4.32 -3.39 0.76
C 4.31 -0.67 0.73
H 5.18 -1.27 1.08
H 4.62 -0.14 -0.18
H 4.09 0.07 1.51
C 1.97 -3.01 -2.61
H 1.30 -3.33 -1.79
H 1.46 -3.21 -3.57
H 2.88 -3.62 -2.58
C 1.31 -0.79 -3.52
H 0.30 -0.67 -3.11
H 1.69 0.19 -3.84
H 1.24 -1.43 -4.42
C 3.71 -1.19 -2.95
H 4.25 -0.58 -2.22
H 4.26 -2.14 -3.06
H 3.74 -0.67 -3.93
C -4.29 -0.66 1.63
H -5.27 -1.15 1.72
H -3.51 -1.43 1.79
H -4.21 0.09 2.42
C -4.19 -1.21 -0.80
H -3.91 -0.89 -1.82
H -3.50 -2.02 -0.50
H -5.22 -1.62 -0.84
C -5.38 0.86 -0.10
H -5.12 1.62 -0.86
H -6.19 0.24 -0.51
H -5.77 1.38 0.78
C -1.56 3.42 0.62
H -1.98 3.91 -0.28
H -1.36 4.22 1.36
H -0.60 2.95 0.36
C -1.95 1.94 2.60
H -0.93 2.35 2.72
H -2.60 2.33 3.41
H -1.92 0.84 2.69
C -3.89 3.08 1.42
H -4.37 3.32 0.45
H -4.60 2.49 2.02
H -3.73 4.04 1.95
Be -0.42 -0.35 -0.10
C -1.18 -1.48 -1.45
O -1.57 -2.28 -2.24
N 0.78 0.99 1.15
C 1.85 1.47 0.67
C 2.71 2.55 1.40
C 4.00 2.94 0.65
C 1.84 3.81 1.55
C 3.06 2.02 2.81
H 4.67 2.08 0.49
H 3.77 3.38 -0.34
H 4.55 3.69 1.23
H 0.95 3.59 2.17
H 2.42 4.62 2.04
H 1.49 4.18 0.57
H 4.13 2.18 3.02
H 2.46 2.57 3.56
H 2.84 0.95 2.91
C -2.98 -3.93 0.63
P -1.26 -3.26 1.11
C -1.25 -3.81 2.87
C -0.25 -4.42 0.07
O -0.70 -1.72 1.08
H -3.13 -3.98 -0.47
H -3.82 -3.45 1.17
H -3.03 -5.00 0.92
H -1.60 -4.87 2.90
H -0.24 -3.73 3.31
H -1.99 -3.20 3.43
H -0.43 -4.20 -0.99
H 0.81 -4.41 0.35
H -0.64 -5.45 0.21
```

---

# C50H31Cl7N5OSiTi

C50H31Cl7N5OSiTi as an isolated structure at a distorted geometry (the ωB97M-V functional and the def2-TZVPD basis, the OMol25 dataset).

Computed properties:
E_HOMO (alpha / beta)   -0.113 / -0.167 hartree
Net charge   -1
Gap between HOMO and LUMO (alpha / beta)   0.1734 / 0.2062 Ha
Largest force on an atom   1.5 eV/A
Spin multiplicity   3
E_tot   -6633.7054 Eh
Expectation value of S²   2.049
Energy relative to the best compared isomer or geometry (same formula, charge and spin)   12.3 kcal per mole

Geometry as XYZ:
```
96
C50H31Cl7N5OSiTi the ωB97M-V functional and the def2-TZVPD basis
Ti -0.13 0.18 -0.33
Cl -7.61 -1.62 5.29
C -6.22 -1.27 4.30
C -5.71 -2.25 3.47
C -4.60 -1.96 2.68
C -4.01 -0.70 2.71
C -4.56 0.27 3.54
C -5.66 0.00 4.34
C -2.82 -0.39 1.86
C -2.99 0.52 0.79
C -4.21 1.13 0.43
C -3.92 2.10 -0.50
C -2.53 2.06 -0.71
C -1.78 3.03 -1.41
C -2.53 4.20 -1.97
C -2.86 4.27 -3.32
C -3.56 5.36 -3.83
C -3.94 6.38 -2.98
Cl -4.83 7.74 -3.61
C -3.62 6.34 -1.63
C -2.92 5.25 -1.13
C -0.43 3.02 -1.54
N 0.43 1.99 -1.13
C 1.70 2.38 -1.55
C 2.83 1.63 -1.46
C 4.08 2.16 -2.08
C 4.17 2.34 -3.46
C 5.33 2.83 -4.05
C 6.41 3.14 -3.25
Cl 7.88 3.76 -3.98
C 6.36 2.97 -1.87
C 5.19 2.48 -1.30
C 2.91 0.38 -0.77
C 4.07 -0.39 -0.61
C 3.77 -1.37 0.32
C 2.43 -1.19 0.70
N 1.88 -0.14 -0.02
C 1.78 -1.85 1.78
C 0.49 -1.62 2.16
C -0.13 -2.20 3.34
C -1.40 -1.79 3.38
C -1.61 -0.95 2.20
N -0.44 -0.85 1.48
C 2.60 -2.80 2.59
C 3.20 -2.39 3.78
C 3.99 -3.26 4.52
C 4.19 -4.55 4.06
Cl 5.21 -5.64 4.97
C 3.61 -4.98 2.88
C 2.82 -4.11 2.15
C 1.62 3.69 -2.18
C 0.34 4.07 -2.18
N -1.96 1.04 0.04
H -6.17 -3.23 3.45
H -4.20 -2.72 2.03
H -4.11 1.26 3.57
H -6.07 0.75 5.00
H -5.18 0.87 0.84
H -4.60 2.77 -1.00
H -2.56 3.46 -3.97
H -3.82 5.41 -4.88
H -3.92 7.15 -0.98
H -2.67 5.20 -0.08
H 3.32 2.08 -4.08
H 5.39 2.97 -5.12
H 7.22 3.23 -1.26
H 5.14 2.34 -0.23
H 5.01 -0.23 -1.11
H 4.43 -2.14 0.71
H 0.38 -2.84 4.05
H -2.15 -2.01 4.12
H 3.03 -1.38 4.12
H 4.45 -2.93 5.44
H 3.78 -6.00 2.54
H 2.35 -4.44 1.23
H 2.47 4.24 -2.56
H -0.08 4.99 -2.56
O -2.39 -1.98 -0.63
C -1.92 -3.16 -0.02
C -0.52 -3.55 -0.47
C -0.11 -4.87 -0.42
C 1.15 -5.20 -0.89
C 1.96 -4.19 -1.39
C 1.47 -2.90 -1.39
N 0.26 -2.58 -0.93
H -2.34 -2.09 -1.60
H -2.58 -4.00 -0.22
H -1.92 -2.97 1.05
H -0.79 -5.64 -0.05
H 1.49 -6.23 -0.86
H 2.95 -4.40 -1.78
H 2.06 -2.08 -1.79
Cl -2.15 0.73 -3.84
Si -0.49 -0.25 -2.93
Cl 1.07 0.34 -4.23
Cl -0.93 -2.18 -3.82
```

---

# C25H32MnN5OP2

C25H32MnN5OP2 as an isolated structure (the ωB97M-V functional and the def2-TZVPD basis, the OMol25 dataset).

Computed properties:
E_HOMO (alpha / beta)   -0.378 / -0.367 hartree
Net charge   +1
Gap between HOMO and LUMO (alpha / beta)   0.3070 / 0.2896 Ha
Largest force on an atom   0.4 eV/A
Spin multiplicity   2
E_tot   -3154.4605 Eh
Expectation value of S²   0.764
Energy relative to the best compared isomer or geometry (same formula, charge and spin)   2.2 kcal per mole

Geometry as XYZ:
```
66
C25H32MnN5OP2 the ωB97M-V functional and the def2-TZVPD basis
Mn 0.09 0.47 -0.11
O -2.72 3.25 0.40
C -1.84 2.41 0.56
N -0.72 2.25 -0.13
C -0.56 3.07 -1.30
C 0.52 2.48 -2.16
C 1.03 3.15 -3.26
C 2.02 2.57 -4.03
C 2.49 1.31 -3.67
C 1.94 0.71 -2.56
N 0.97 1.26 -1.82
C -2.00 1.36 1.64
C -2.97 1.49 2.61
C -3.13 0.50 3.55
C -2.30 -0.61 3.48
C -1.35 -0.68 2.48
N -1.18 0.29 1.57
H -0.30 4.10 -1.05
H -1.49 3.14 -1.87
H 0.64 4.13 -3.51
H 2.42 3.08 -4.90
H 3.26 0.82 -4.23
H 2.28 -0.27 -2.23
H -3.59 2.38 2.57
H -3.88 0.58 4.33
H -2.39 -1.43 4.19
H -0.73 -1.55 2.38
C 1.78 -2.66 -1.34
P 0.79 -1.82 -0.05
C 1.75 -2.34 1.42
C -0.74 -2.81 -0.09
C -0.84 -4.10 0.43
C -2.04 -4.80 0.36
C -3.14 -4.21 -0.25
C -3.05 -2.94 -0.79
C -1.85 -2.23 -0.71
P -1.64 -0.54 -1.38
C -3.31 0.19 -1.35
C -1.35 -0.80 -3.16
H 1.86 -3.72 -1.13
H 2.78 -2.23 -1.38
H 1.31 -2.54 -2.32
H 1.75 -3.42 1.57
H 1.39 -1.85 2.32
H 2.78 -2.02 1.25
H 0.01 -4.57 0.90
H -2.11 -5.79 0.77
H -4.08 -4.75 -0.31
H -3.91 -2.50 -1.26
H -3.99 -0.34 -2.00
H -3.24 1.23 -1.68
H -3.70 0.20 -0.33
H -2.12 -1.44 -3.61
H -0.37 -1.25 -3.32
H -1.36 0.17 -3.66
C 4.26 3.13 1.91
N 3.33 2.14 2.45
C 3.66 1.51 3.72
C 2.47 1.56 1.64
N 1.72 1.04 0.94
H 4.44 3.89 2.67
H 3.82 3.61 1.04
H 5.21 2.67 1.63
H 3.87 2.28 4.46
H 4.54 0.86 3.62
H 2.81 0.92 4.07
```

---

# C9H15ClN3

An isolated ion of composition C9H15ClN3 and charge +1 at a distorted geometry (the ωB97M-V functional and the def2-TZVPD basis, the OMol25 dataset).

Computed properties:
E_HOMO   -0.460 hartree
Net charge   +1
Gap between HOMO and LUMO   0.3438 Ha
Structure (SMILES)   Cl[C@]1(N2CC[NH2+]CC2)CC=CC=N1
Largest force on an atom   4.1 eV/A
Spin multiplicity   1
E_tot   -976.0747 Eh
Energy relative to the best compared isomer or geometry (same formula, charge and spin)   9.6 kcal per mole

Geometry as XYZ:
```
28
C9H15ClN3 the ωB97M-V functional and the def2-TZVPD basis
Cl -0.29 1.69 1.15
C 0.77 0.57 0.00
N -0.05 -0.52 -0.39
C -1.06 -0.29 -1.42
C -2.44 -0.09 -0.71
N -2.71 -1.17 0.23
C -1.68 -1.21 1.30
C -0.36 -1.53 0.58
C 2.00 0.11 0.76
C 3.08 1.08 0.69
C 3.22 1.96 -0.30
C 2.17 1.92 -1.30
N 1.04 1.31 -1.18
H -1.14 -1.14 -2.23
H -0.73 0.68 -1.98
H -2.56 0.89 -0.07
H -3.20 -0.02 -1.58
H -3.73 -1.10 0.68
H -2.58 -2.15 -0.05
H -1.99 -1.93 1.99
H -1.57 -0.29 1.75
H 0.30 -1.63 1.45
H -0.46 -2.53 0.01
H 2.38 -0.73 0.07
H 1.66 -0.29 1.72
H 3.69 1.04 1.47
H 3.95 2.81 -0.37
H 2.31 2.54 -2.26
```

---

# C24H37F6N5O10

A 9-piece molecular cluster, C24H37F6N5O10 overall at a distorted geometry (the ωB97M-V functional and the def2-TZVPD basis, the OMol25 dataset).

Computed properties:
E_HOMO (alpha / beta)   -0.475 / -0.475 hartree
Net charge   +1
Gap between HOMO and LUMO (alpha / beta)   0.2701 / 0.0882 Ha
Largest force on an atom   5.6 eV/A
Spin multiplicity   2
E_tot   -2561.5805 Eh
Expectation value of S²   0.759

Geometry as XYZ:
```
82
C24H37F6N5O10 the ωB97M-V functional and the def2-TZVPD basis
C -4.89 -12.11 14.55
C -5.97 -10.98 14.57
O -6.14 -10.38 13.29
C -5.16 -9.71 12.55
O -4.07 -9.36 12.93
C -5.61 -9.43 11.07
F -4.65 -9.71 10.14
F -6.71 -10.11 10.80
F -6.06 -8.17 10.95
H -3.88 -11.72 14.45
H -5.10 -12.90 13.83
H -4.78 -12.63 15.50
H -5.58 -10.25 15.28
H -6.98 -11.28 14.86
C -2.58 -18.16 4.38
C -1.67 -17.25 5.30
O -1.89 -15.92 4.92
C -1.88 -14.95 5.85
O -1.67 -15.20 7.07
C -2.23 -13.51 5.25
F -3.52 -13.34 5.30
F -1.69 -12.53 5.95
F -1.95 -13.45 3.96
H -3.65 -17.98 4.29
H -2.36 -19.23 4.37
H -2.35 -17.94 3.34
H -0.65 -17.46 4.98
H -1.79 -17.36 6.38
C 0.65 -13.47 12.98
O -0.15 -13.97 14.08
C 0.41 -14.53 15.21
O 1.60 -14.79 15.28
O -0.66 -14.82 16.11
C -0.31 -15.52 17.30
H 1.29 -12.65 13.33
H 0.12 -13.00 12.15
H 1.29 -14.26 12.58
H -0.94 -16.33 17.68
H -0.16 -14.75 18.06
H 0.64 -16.07 17.27
C -2.93 -14.71 12.75
O -3.64 -14.67 11.51
C -3.68 -13.53 10.79
O -3.23 -12.45 11.20
O -4.17 -13.84 9.61
C -4.39 -12.71 8.75
H -3.42 -14.02 13.44
H -1.89 -14.47 12.54
H -2.88 -15.73 13.13
H -3.53 -12.05 8.66
H -5.26 -12.18 9.14
H -4.65 -13.04 7.75
C -5.45 -17.69 13.28
C -5.58 -16.45 14.04
N -5.68 -15.46 14.61
H -6.36 -18.30 13.26
H -4.62 -18.29 13.64
H -5.21 -17.40 12.26
C -1.04 -17.73 14.68
C -1.50 -19.12 14.53
N -1.75 -20.21 14.39
H -1.31 -17.17 13.79
H 0.01 -17.53 14.87
H -1.48 -17.36 15.61
C -5.72 -9.28 7.06
C -4.84 -9.66 5.96
N -4.21 -9.91 5.06
H -6.70 -8.89 6.78
H -5.36 -8.40 7.60
H -5.92 -10.04 7.81
C -4.28 -16.92 8.65
C -4.79 -16.69 7.38
N -5.11 -16.53 6.27
H -5.09 -16.94 9.37
H -3.49 -16.20 8.87
H -3.83 -17.91 8.59
C -6.74 -13.42 5.29
C -7.02 -12.61 6.42
N -7.33 -11.91 7.33
H -5.86 -14.06 5.44
H -6.55 -12.74 4.46
H -7.52 -14.08 4.92
```

---

# C11H17N2

A 2-piece molecular cluster, C11H17N2 overall at a distorted geometry (the ωB97M-V functional and the def2-TZVPD basis, the OMol25 dataset).

Computed properties:
E_HOMO (alpha / beta)   -0.084 / -0.267 hartree
Net charge   0
Gap between HOMO and LUMO (alpha / beta)   0.0816 / 0.2647 Ha
Largest force on an atom   6.6 eV/A
Spin multiplicity   2
E_tot   -538.5941 Eh
Expectation value of S²   0.756
Energy relative to the best compared isomer or geometry (same formula, charge and spin)   79.7 kcal per mole

Geometry as XYZ:
```
30
C11H17N2 the ωB97M-V functional and the def2-TZVPD basis
C -0.59 -1.13 -3.01
C -0.75 1.75 -0.70
C -1.28 0.52 -1.06
C -0.52 0.21 -2.33
C 0.36 1.21 -2.66
C -1.12 2.20 0.66
C -1.94 1.44 1.40
C -2.08 -0.29 -0.36
C -2.44 0.13 0.91
N 0.25 2.26 -1.63
H -0.03 3.16 -2.06
H -0.65 3.03 0.91
H 1.13 1.25 -3.29
H -2.13 1.62 2.54
H -2.55 -1.22 -0.70
H -0.92 -1.06 -4.19
H -1.29 -1.94 -2.60
H -3.08 -0.45 1.53
H 0.49 -1.50 -2.82
C 2.08 -1.37 2.27
C 2.59 -0.27 1.28
N 0.59 -1.66 1.94
H 2.60 -2.19 2.05
H 2.05 -1.03 3.32
H 3.63 -0.32 0.97
H 2.71 0.60 1.80
H 0.33 -0.69 1.46
H 0.52 -2.38 1.21
H 0.11 -1.74 2.78
H 1.92 -0.15 0.39
```

---

# C2H8NS

A 2-piece molecular cluster, C2H8NS overall (the ωB97M-V functional and the def2-TZVPD basis, the OMol25 dataset).

Computed properties:
E_HOMO   -0.096 hartree
Net charge   -1
Gap between HOMO and LUMO   0.2424 Ha
Largest force on an atom   0.4 eV/A
Spin multiplicity   1
E_tot   -533.9659 Eh
Energy relative to the best compared isomer or geometry (same formula, charge and spin)   3.2 kcal per mole

Geometry as XYZ:
```
12
C2H8NS the ωB97M-V functional and the def2-TZVPD basis
S -2.24 0.48 2.78
H -1.45 1.30 2.06
C 0.12 -0.40 -1.61
C 0.24 -0.52 -0.09
N 1.17 0.50 0.43
H 0.09 0.65 -1.89
H -0.81 -0.83 -1.97
H 0.94 -0.88 -2.14
H 0.64 -1.50 0.17
H -0.74 -0.40 0.37
H 1.40 0.25 1.38
H 0.64 1.36 0.51
```